Entry from the Open Molecules 2025 dataset: 4 unconnected molecules or ions with the total composition C4H16O3S in a non-equilibrium geometry (the ωB97M-V functional and the def2-TZVPD basis).

Last column: Mulliken charge in e.
Cartesian coordinates (Å):
C (-3.1197, 0.3924, 1.7975)  -0.9466
C (-1.8117, 1.0265, 2.0965)  -0.6196
C (-0.6567, 0.2889, 1.4104)  -0.6017
C (-0.4994, 0.6259, -0.0795)  -0.6127
S (0.2273, -0.8217, -1.0256)  0.2886
H (-4.1217, 0.7522, 2.3370)  0.2981
H (-2.8644, -0.5962, 2.2951)  0.2581
H (-3.3252, 0.4077, 0.7626)  0.2813
H (-1.7401, 2.0851, 1.7199)  0.3215
H (-1.5583, 1.1366, 3.1159)  0.3735
H (0.2291, 0.5788, 1.9812)  0.3586
H (-0.7397, -0.7908, 1.5070)  0.4323
H (-1.3649, 1.0123, -0.5941)  0.4660
H (0.2676, 1.4106, -0.2004)  0.4029
H (1.2042, -0.8911, -0.1665)  0.2762
H (-1.6624, -3.8961, -2.9409)  0.2988
H (-0.8749, -3.2531, -4.0213)  0.3094
O (-1.7636, -3.6544, -3.8539)  -0.6037
H (4.4508, -0.2663, -2.8562)  0.3100
H (3.8327, -0.2908, -1.5022)  0.3318
O (3.5907, -0.1774, -2.4318)  -0.6354
H (3.8726, 1.8463, -0.4535)  0.3402
H (4.5237, 1.7937, 0.7943)  0.2884
O (3.9038, 1.2810, 0.3085)  -0.6159

Force components x, y, z for each atom (eV/Å):
-1.723 -1.041 3.563
0.523 2.689 -2.005
0.428 -0.245 0.476
1.060 0.183 -0.413
-1.543 1.417 -0.006
2.531 -0.309 -0.992
-1.372 0.292 -1.329
-0.243 -0.623 -1.189
-0.185 -0.647 0.239
-0.002 -0.306 1.289
0.301 -0.126 -0.511
-0.321 -0.203 0.321
-0.489 -0.439 -0.201
0.010 -0.257 -0.055
1.189 -0.311 0.749
-0.327 -0.505 0.734
-1.124 -0.495 -0.296
1.470 0.972 -0.447
-0.092 -0.001 -0.373
-0.062 0.123 0.049
0.092 -0.088 0.525
-0.475 0.173 -1.164
1.009 0.262 1.444
-0.653 -0.514 -0.405

Properties
**Spin multiplicity**: 2
**Net charge**: +1
**Energy**: -785.5322 hartree
**Highest occupied orbital energy (spin up / spin down)**: -14.175 / -14.174 eV
**Gap between HOMO and LUMO (spin up / spin down)**: 0.377 / 0.195 Eh

Entry from the Open Molecules 2025 dataset: 5 unconnected molecules or ions with the total composition C4H16O4 in a non-equilibrium geometry (the ωB97M-V functional and the def2-TZVPD basis).

Last column: Mulliken charge in e.
Cartesian coordinates (Å):
C (1.3075, 1.4482, -1.1233)  -1.1008
C (0.7838, 1.0176, 0.0760)  0.2393
C (1.5134, 0.9919, 1.3272)  -0.4102
C (1.2053, -0.2709, 2.1576)  -1.1347
H (0.8632, 1.4605, -2.0600)  0.3419
H (2.3077, 1.8670, -1.1661)  0.2423
H (-0.1678, 0.5823, 0.1716)  0.2680
H (2.6263, 1.1814, 1.2387)  0.3096
H (1.4338, 2.0290, 1.9689)  0.2548
H (1.2851, -1.0550, 1.6413)  0.4353
H (1.8093, -0.1876, 3.1175)  0.3179
H (0.1245, -0.0600, 2.4429)  0.2222
O (-2.0473, 1.9720, 0.1020)  -0.5960
H (-1.8988, 1.0723, 0.3261)  0.3326
H (-2.8113, 2.2804, 0.5361)  0.2711
O (2.8192, -2.5413, -1.5112)  -0.6764
H (2.0688, -2.3792, -2.1804)  0.3291
H (2.6650, -1.8952, -0.7653)  0.3411
O (-2.1711, -2.1895, 1.3883)  -0.6036
H (-2.5371, -2.2883, 2.2061)  0.2926
H (-2.7775, -2.6293, 0.6975)  0.3155
O (-2.2426, 0.2046, -2.1972)  -0.6368
H (-2.3012, 1.1548, -1.8978)  0.3475
H (-2.4156, 0.1793, -3.1571)  0.2976

Force components x, y, z for each atom (eV/Å):
0.132 -0.568 3.533
1.943 1.219 -3.404
2.892 2.765 2.676
-1.609 8.676 5.495
-1.419 -0.256 -1.329
0.118 -0.102 0.381
-1.048 -0.465 -0.461
-0.837 -0.930 -0.713
-0.976 -2.425 -1.128
0.820 -6.465 -3.774
-0.699 -0.715 -1.246
1.085 -0.993 -0.075
1.162 0.999 -1.382
-0.179 -1.197 0.478
-1.425 0.311 0.886
-1.793 1.212 -0.370
1.724 -0.197 1.781
0.048 -0.961 -1.411
0.427 -0.373 -5.283
-1.787 -0.608 3.338
1.388 1.072 1.932
-0.175 1.115 -0.171
0.087 -1.361 -0.510
0.121 0.245 0.759

Properties
**Spin multiplicity**: 1
**SMILES**: C=CCC.O.O.O.O
**Net charge**: 0
**Energy**: -462.8566 hartree
**Highest occupied orbital energy**: -9.027 eV
**Gap between HOMO and LUMO**: 0.349 Eh

Entry from the Open Molecules 2025 dataset: 4 unconnected molecules or ions with the total composition C4H16O4 in a non-equilibrium geometry (the ωB97M-V functional and the def2-TZVPD basis).

Last column: Mulliken charge in e.
Cartesian coordinates (Å):
C (-12.7505, 9.5165, 23.3589)  -0.5485
O (-12.8731, 8.1030, 23.5809)  -0.5269
H (-11.9850, 9.7086, 22.6070)  0.2067
H (-13.6805, 9.9442, 22.9845)  0.2425
H (-12.4990, 9.8931, 24.3504)  0.3229
H (-13.0116, 7.8874, 24.5061)  0.3085
C (-11.2310, 2.7436, 18.2575)  -0.5824
O (-10.7042, 4.0267, 18.4385)  -0.4893
H (-12.2361, 2.8433, 17.8478)  0.2616
H (-10.5698, 2.2055, 17.5783)  0.2705
H (-11.3733, 2.1773, 19.1779)  0.2395
H (-10.7018, 4.4430, 17.5734)  0.3100
C (-12.3270, 6.5647, 19.8835)  -0.5359
O (-12.7486, 6.0952, 21.1859)  -0.4436
H (-12.6980, 7.5820, 19.7593)  0.3007
H (-11.2416, 6.6146, 19.7963)  0.2801
H (-12.7204, 6.0253, 19.0218)  0.2592
H (-12.8120, 6.8260, 21.8051)  0.3226
C (-14.5646, 3.7435, 23.7716)  -0.4318
O (-13.9960, 3.6238, 22.4612)  -0.1029
H (-13.9193, 4.3582, 24.3992)  0.2882
H (-15.5669, 4.1692, 23.8191)  0.3242
H (-14.7495, 2.7414, 24.1585)  0.2829
H (-13.6007, 4.4619, 22.2103)  0.4411

Force components x, y, z for each atom (eV/Å):
-0.141 -0.366 0.841
-0.117 -0.887 -1.111
0.189 -0.117 0.309
-0.120 -0.048 0.216
0.160 0.868 -0.478
0.026 0.388 -0.063
-0.568 -0.482 -0.670
0.261 0.872 0.793
-0.116 -0.343 -0.378
-0.283 -0.464 0.018
0.542 0.366 0.232
0.147 0.067 -0.010
-0.471 1.101 0.132
-0.090 -1.268 -0.971
0.054 0.175 0.130
0.154 -0.329 0.282
-0.072 -0.718 0.681
0.139 0.739 0.469
0.872 -0.929 -0.342
-1.443 -0.463 1.496
0.046 0.082 0.013
-0.392 0.634 -0.723
0.419 -0.119 -0.134
0.804 1.241 -0.733

Properties
**Spin multiplicity**: 2
**Net charge**: +1
**Energy**: -462.5061 hartree
**Highest occupied orbital energy (spin up / spin down)**: -12.936 / -12.905 eV
**Gap between HOMO and LUMO (spin up / spin down)**: 0.367 / 0.109 Eh

Entry from the Open Molecules 2025 dataset: a molecular structure, C4H16O4Tl (the ωB97M-V functional and the def2-TZVPD basis).

Last column: Mulliken charge in e.
Cartesian coordinates (Å):
Tl (0.9569, 0.5508, 0.6308)  0.9040
C (-1.2513, -0.7248, 3.8908)  -0.4951
O (-0.1387, 0.0170, 3.4803)  -0.2961
H (-0.9658, -1.6272, 4.4760)  0.3504
H (-1.8403, -0.1240, 4.6354)  0.3499
H (-1.8484, -1.0010, 3.0304)  0.2732
H (0.4396, 0.1601, 4.2542)  0.3638
C (-2.9184, 1.8067, 0.1337)  -0.3964
O (-1.9971, 1.4831, 1.1494)  -0.2827
H (-3.6600, 0.9707, 0.0433)  0.3301
H (-3.4967, 2.7044, 0.3741)  0.3290
H (-2.3716, 1.8914, -0.8077)  0.1731
H (-2.3573, 1.7943, 1.9984)  0.3640
C (0.9070, 1.0790, -3.2667)  -0.4638
O (-0.0015, 0.5598, -2.3358)  -0.3119
H (0.5226, 1.9795, -3.7811)  0.3533
H (1.8529, 1.3058, -2.7802)  0.2398
H (1.0718, 0.3336, -4.0824)  0.3230
H (-0.8477, 0.4296, -2.8017)  0.3452
C (2.8136, -2.5852, -1.4146)  -0.4502
O (2.9335, -1.2559, -0.9746)  -0.2864
H (3.5364, -3.2177, -0.8282)  0.3359
H (1.8074, -2.9448, -1.2142)  0.2615
H (3.0963, -2.7048, -2.4720)  0.3230
H (3.7569, -0.8804, -1.3375)  0.3635

Force components x, y, z for each atom (eV/Å):
0.001 0.081 0.077
-0.057 -0.058 0.076
-0.053 -0.061 0.145
-0.008 0.121 0.011
0.083 -0.165 -0.053
-0.028 0.063 -0.026
0.035 0.080 -0.075
0.062 0.262 0.282
-0.319 -0.157 -0.050
0.104 0.029 -0.127
0.018 -0.044 -0.031
-0.078 -0.145 -0.098
0.130 0.084 0.034
0.371 0.234 -0.261
-0.055 -0.011 -0.100
-0.120 -0.144 -0.023
-0.061 -0.118 0.045
-0.044 0.143 0.033
-0.051 -0.080 0.156
-0.135 0.031 -0.024
0.032 -0.173 -0.085
-0.033 0.019 -0.167
0.038 0.002 0.113
0.154 -0.018 0.087
0.015 0.026 0.060

Properties
**Spin multiplicity**: 1
**Net charge**: +3
**Energy**: -633.9934 hartree
**Highest occupied orbital energy**: -20.640 eV
**Gap between HOMO and LUMO**: 0.088 Eh

Entry from the Open Molecules 2025 dataset: a molecular structure, C4H17BeN8O5 in a non-equilibrium geometry (the ωB97M-V functional and the def2-TZVPD basis).

Last column: Mulliken charge in e.
Cartesian coordinates (Å):
Be (0.7957, 1.0948, 3.7949)  1.1128
O (0.0468, 0.8618, 1.5962)  -0.6195
H (-0.1581, 1.1759, 0.6995)  0.1818
C (2.3968, -1.4947, 2.5748)  0.6291
O (1.2096, -1.3457, 2.9595)  -0.5807
N (3.2130, -2.3639, 3.1734)  -0.4473
N (2.8868, -0.8481, 1.5102)  -0.2346
H (2.7600, -3.0885, 3.7103)  0.2747
H (4.0670, -2.6390, 2.7138)  0.1984
H (3.8812, -0.9295, 1.3738)  0.1944
H (2.3302, -0.2182, 0.9494)  0.2118
C (-3.0157, -0.7690, 1.6490)  0.4294
O (-4.1690, -1.1495, 1.8245)  -0.6642
N (-2.7362, 0.4401, 1.1320)  -0.1950
N (-1.9826, -1.4495, 2.1536)  -0.1910
H (-3.4821, 1.0797, 0.9247)  0.1638
H (-1.7524, 0.6492, 1.0392)  0.1984
H (-1.0860, -0.9925, 2.0534)  0.2430
H (-2.1473, -2.2238, 2.7719)  0.2081
C (-0.3885, 2.4459, -3.4553)  0.4240
O (0.3791, 1.8165, -4.1563)  -0.5902
N (-0.7661, 2.1693, -2.1719)  -0.3682
N (-1.0583, 3.5144, -3.9184)  -0.4071
H (-1.0795, 2.9216, -1.5830)  0.2390
H (-0.1403, 1.5044, -1.7359)  0.2484
H (-0.8417, 3.8006, -4.8599)  0.2517
H (-1.5239, 4.2029, -3.3544)  0.1647
C (0.7358, -0.6793, -1.6425)  0.7278
O (1.6225, 0.1797, -1.6643)  -0.6087
N (-0.1526, -0.8730, -0.6424)  0.0009
N (0.4839, -1.5174, -2.6572)  -0.4605
H (-0.8736, -1.5725, -0.6729)  0.2223
H (-0.0791, -0.2780, 0.1708)  -0.4116
H (-0.2938, -2.1499, -2.7249)  0.1715
H (0.9181, -1.2752, -3.5356)  0.2827

Force components x, y, z for each atom (eV/Å):
-1.029 -1.964 -4.235
1.165 -0.574 2.657
0.604 1.775 0.592
0.046 0.377 -1.297
-0.763 1.569 1.458
0.200 -0.743 0.463
0.450 0.097 0.580
0.089 0.150 0.232
-0.049 -0.061 0.004
-0.111 0.234 -0.602
-0.038 0.011 -0.033
-3.523 0.097 1.408
0.266 -0.120 -0.446
1.050 0.313 -0.673
2.071 -0.129 -0.227
0.081 -0.177 -0.202
-0.903 0.621 0.119
0.264 -0.669 0.463
0.006 0.013 -0.172
-0.062 0.426 -0.522
-0.133 -0.475 0.518
0.606 -1.289 1.123
-0.464 1.511 -1.432
-0.015 0.043 -0.133
0.039 0.213 0.041
0.042 -0.036 0.106
-0.014 -0.250 0.136
-0.124 0.021 -0.656
-0.612 -0.481 0.859
-0.120 0.566 1.439
0.854 -0.404 -1.811
0.011 0.114 -0.001
0.130 -0.940 -0.126
-0.068 0.201 0.293
0.053 -0.040 0.077

Properties
**Spin multiplicity**: 1
**Net charge**: +1
**Energy**: -991.2943 hartree
**Highest occupied orbital energy**: -11.706 eV
**Gap between HOMO and LUMO**: 0.095 Eh

Entry from the Open Molecules 2025 dataset: 3 unconnected molecules or ions with the total composition C4H17N2O2 in a non-equilibrium geometry (the ωB97M-V functional and the def2-TZVPD basis).

Last column: Mulliken charge in e.
Cartesian coordinates (Å):
C (-0.4746, -0.0303, -0.2637)  -0.6169
N (0.2076, -0.5720, 0.9154)  -0.0682
C (-0.6876, -0.9107, 2.0695)  -0.9048
C (0.5202, 0.5910, -1.2188)  -0.5222
N (1.5853, 1.2552, -0.4909)  -0.3587
C (2.9718, 0.8189, -0.7351)  -0.8723
H (-1.1418, -0.7075, -0.7752)  0.3668
H (-1.1954, 0.7020, 0.0972)  0.2158
H (0.6975, -1.4379, 0.7177)  0.3757
H (-1.6004, -1.3341, 1.6790)  0.3265
H (-0.0995, -1.5122, 2.7523)  0.3895
H (-0.9523, -0.0205, 2.6414)  0.3400
H (0.8927, -0.1761, -1.9083)  0.4082
H (-0.0520, 1.2648, -1.8722)  0.3419
H (0.8463, 0.2005, 1.1402)  0.4269
H (1.4892, 2.2602, -0.4934)  0.2288
H (3.6162, 1.6286, -0.3978)  0.3524
H (3.1563, -0.1276, -0.2177)  0.2339
H (3.1457, 0.6702, -1.7996)  0.3294
H (-0.7198, -3.8928, -1.3853)  0.3129
H (-1.7658, -4.3012, -0.3850)  0.3118
O (-1.2923, -3.5206, -0.6981)  -0.6036
H (-2.0079, 3.1221, 1.2409)  0.3058
H (-2.6500, 3.3209, -0.1411)  0.3034
O (-2.2573, 2.6467, 0.4308)  -0.6231

Force components x, y, z for each atom (eV/Å):
-1.410 0.679 -0.513
-0.907 -0.450 0.580
0.217 0.895 0.315
-0.035 0.062 -0.608
0.004 0.015 0.434
-0.812 0.323 -0.271
0.281 -0.983 0.072
0.374 0.437 0.292
0.451 0.100 -0.388
0.020 -0.556 0.095
-0.311 -0.530 -0.060
0.064 0.203 -0.392
0.339 0.048 0.246
0.196 0.027 0.223
0.701 -0.141 -0.005
0.065 -0.095 -0.185
0.227 -0.368 0.187
0.260 0.238 0.035
0.165 -0.062 -0.137
-0.132 0.216 0.096
-0.107 0.158 0.104
0.331 -0.253 -0.141
-0.208 -0.140 -0.395
0.037 -0.159 0.154
0.187 0.339 0.265

Properties
**Spin multiplicity**: 1
**Net charge**: +1
**Energy**: -422.3451 hartree
**Highest occupied orbital energy**: -12.901 eV
**Gap between HOMO and LUMO**: 0.377 Eh